[1]
# C10H12N

A 2-piece molecular cluster, C10H12N overall at a distorted geometry (ωB97M-V/def2-TZVPD, OMol25).

Geometry as XYZ:
```
23
Properties=species:S:1:pos:R:3:lowdin_charge:R:1
C 2.39414 1.12035 -0.51228 -0.1431
C -3.48556 0.72753 -0.24207 -0.0373
C -3.02566 0.04797 -1.34516 -0.0599
C -2.96570 0.64644 1.06609 -0.0073
C -1.81727 -0.61765 -1.24061 0.0189
C -1.74513 -0.07622 1.12264 0.0232
C -1.09188 -0.73472 0.00858 -0.2275
C 3.64235 1.89999 -0.67972 -0.0175
C 0.76758 -1.81063 1.32885 -0.0456
C 0.14215 -1.38454 0.05501 -0.0362
N 1.58451 0.28449 -0.61734 0.1857
H -4.43572 1.22807 -0.38474 0.1209
H -3.68221 -0.07460 -2.17692 0.1156
H -3.23629 1.25354 1.93946 0.1260
H -1.24224 -0.92178 -2.22882 0.1697
H -1.28469 -0.14424 2.10899 0.1143
H 3.24949 2.89541 -0.79704 0.0868
H 4.24718 1.80763 0.22841 0.0992
H 4.16671 1.43576 -1.48150 0.0868
H 1.52827 -2.55741 1.36185 0.0842
H 1.34672 -0.87916 1.65979 0.1276
H 0.06864 -1.94071 2.15338 0.0916
H 0.64853 -1.81775 -0.80684 0.1239
```

Its HOMO-LUMO gap is 8.191 eV. Its electronic energy is -12045.6982 eV. The LUMO energy is -5.3346 eV. The largest force on an atom comes out at 0.0674 Eh/bohr. As for the total charge: +1. Its energy relative to the best compared isomer or geometry (same formula, charge and spin) is 2.351 eV.

***

[2]
# C10H12N2O

A 2-piece molecular cluster, C10H12N2O overall at a distorted geometry (ωB97M-V/def2-TZVPD, OMol25).

Geometry as XYZ:
```
25
Properties=species:S:1:pos:R:3:lowdin_charge:R:1
C -0.42723 -1.73015 0.34452 -0.1121
C 0.36823 -0.78021 -0.33103 -0.1042
C 0.50035 0.51658 0.14564 -0.0487
C -0.18576 0.84198 1.32013 -0.2458
N -0.24505 2.02450 2.01843 0.0529
C -1.05291 1.86780 3.12225 -0.0897
C -1.53147 0.57751 3.15707 -0.0446
C -0.99379 -0.09851 2.01899 -0.1895
C -1.10632 -1.40481 1.50870 -0.0424
H -0.50676 -2.74617 -0.06410 0.0986
H 0.89226 -1.07236 -1.25062 0.1004
H 1.11962 1.25461 -0.38107 0.1134
H 0.23637 2.88917 1.75938 0.0699
H -1.22504 2.69993 3.80491 0.1159
H -2.19510 0.16797 3.91864 0.1000
H -1.72196 -2.15344 2.02459 0.1114
C 3.90500 3.88288 1.64732 -0.0081
C 2.60914 3.10223 1.62619 -0.5423
N 2.73225 1.78179 1.95655 0.1735
O 1.52977 3.60039 1.33820 0.0200
H 3.70122 4.93041 1.36846 0.0888
H 4.62961 3.46241 0.92986 0.0882
H 4.35705 3.86820 2.65333 0.0880
H 3.63642 1.36801 2.19697 0.1224
H 1.88826 1.20368 1.95919 0.0842
```

Its HOMO-LUMO gap is 8.391 eV. Its electronic energy is -15593.1101 eV. The LUMO energy is 0.7018 eV. The largest force on an atom comes out at 0.0310 Eh/bohr. Its energy relative to the best compared isomer or geometry (same formula, charge and spin) is 0.000 eV. As for the SMILES: c1ccc2[nH]ccc2c1.CC(N)=O.

***

[3]
# C10H12N2O2

An isolated ion of composition C10H12N2O2 and charge +2 at a distorted geometry (ωB97M-V/def2-TZVPD, OMol25).

Geometry as XYZ:
```
26
Properties=species:S:1:pos:R:3:lowdin_charge:R:1
C -0.81158 -1.46099 -3.12820 0.0545
C -0.80550 -0.80903 -1.78329 -0.1880
C 0.12105 0.10308 -1.30087 -0.1409
C 1.26025 0.81857 -1.90867 0.0046
N -0.23574 0.28658 0.05509 0.0724
C 0.42218 1.11403 0.88356 -0.0297
C 0.97255 2.40674 0.36973 -0.1454
O 1.93308 2.85453 0.96494 0.1647
C 0.61037 0.84850 2.31458 -0.0905
C 0.23665 -0.39230 2.90118 -0.0027
C -0.05335 -1.32300 3.61056 -0.1772
O -0.48668 -2.38939 3.97280 0.2049
C -1.41037 -0.36922 0.34016 0.0918
N -1.66255 -1.11722 -0.73174 0.2035
H -0.89309 -2.51614 -3.16981 0.0955
H 0.04212 -0.92940 -3.56944 0.0912
H -1.81886 -1.00935 -3.44277 0.1432
H 1.05043 1.75887 -2.35316 0.0843
H 1.53371 0.19034 -2.84887 0.1355
H 2.22964 0.97011 -1.17696 0.1747
H 0.46561 2.85743 -0.46544 0.1497
H 0.22817 1.71234 3.02592 0.2382
H 1.77344 1.07227 2.34467 0.2354
H -0.17043 -2.77147 4.87367 0.2390
H -1.89529 -0.43538 1.22635 0.1436
H -2.63581 -1.47050 -1.00397 0.2477
```

Its HOMO-LUMO gap (alpha / beta) is 5.727 / 5.730 eV. Its electronic energy is -17616.5505 eV. The LUMO energy (alpha / beta) is -10.7794 / -10.7776 eV. The largest force on an atom comes out at 0.1271 Eh/bohr. As for the total charge: +2. As for the SMILES: CC1=C(C)/[N+](=C(\C=O)CC#CO)C=[NH+]1.

***

[4]
# C10H12N2OOsSe2Te2

C10H12N2OOsSe2Te2 as an isolated structure (ωB97M-V/def2-TZVPD, OMol25).

Geometry as XYZ:
```
30
Properties=species:S:1:pos:R:3:lowdin_charge:R:1
Os -0.12402 -1.97946 1.03778 0.5168
Se -2.10167 -1.27095 2.07574 0.0145
Te -2.05024 -3.78045 2.42842 0.2763
Te -0.11856 -3.76349 4.33066 0.2359
Se 1.28616 -2.22670 2.83332 0.0407
C -2.36538 2.73636 -0.08705 -0.1077
N -1.24149 1.94420 -0.54419 -0.2583
C -1.69598 0.81753 -1.33824 -0.0986
C -0.42211 1.52444 0.58322 -0.2123
C 0.85301 0.84493 0.14783 -0.2467
C 1.80748 1.66322 -0.45961 -0.0426
C 3.01225 1.16449 -0.91667 -0.0850
C 3.28207 -0.18915 -0.77079 -0.0936
C 2.34263 -1.01329 -0.17559 -0.1718
C 1.11290 -0.52177 0.29210 -0.3671
H -2.94404 3.08569 -0.94234 0.0837
H -2.00863 3.60634 0.46546 0.0837
H -3.04172 2.16310 0.57194 0.0862
H -2.24856 1.18227 -2.20440 0.0859
H -2.35974 0.14511 -0.76670 0.0619
H -0.84492 0.23673 -1.69282 0.0816
H -0.99051 0.87585 1.26988 0.0166
H -0.16699 2.42111 1.15411 0.1257
H 1.57769 2.71630 -0.57616 0.1162
H 3.73531 1.82255 -1.38079 0.1009
H 4.21785 -0.60535 -1.12201 0.1020
H 2.56944 -2.07100 -0.08666 0.0754
O -0.49806 -4.75375 -2.11113 0.1350
C -0.36461 -3.86515 -1.36230 -0.4561
N -0.20956 -2.90971 -0.65302 -0.0994
```

Its HOMO-LUMO gap is 6.475 eV. Its electronic energy is -163338.9654 eV. The LUMO energy is -1.7212 eV. The largest force on an atom comes out at 0.0010 Eh/bohr. Its energy relative to the best compared isomer or geometry (same formula, charge and spin) is 0.000 eV.